#1
Entry from the OMol25 dataset: a molecular structure, C4H10NS (ωB97M-V/def2-TZVPD).

ORCA input file:
```
! wB97M-V def2-TZVPD RIJCOSX def2/J DEFGRID3
* xyz -1 1
C -0.8738 -0.2881 -0.6228
C -1.0665 0.5622 -1.9332
S -2.7154 0.5799 -2.5456
C -0.6906 0.3786 0.7806
N 0.9886 0.1083 1.7858
C 2.1807 -0.6255 1.4767
H 0.0413 -1.0131 -0.6788
H -1.8009 -1.0266 -0.5699
H -0.6763 1.5592 -1.7220
H -0.4252 0.1729 -2.8076
H -1.4948 -0.0177 1.5730
H -0.8982 1.5393 0.7265
H 0.4778 0.4879 0.7314
H 3.0331 -0.0477 0.9452
H 1.4333 -0.8389 0.6454
H 2.4868 -1.5307 2.2152
*
```

Calculated values
HOMO-LUMO gap: 6.07 eV
LUMO: 3.6 eV

---

#2
Entry from the OMol25 dataset: 2 unconnected molecules or ions with the total composition C4H10NS (ωB97M-V/def2-TZVPD).

ORCA input file:
```
! wB97M-V def2-TZVPD RIJCOSX def2/J DEFGRID3
* xyz -1 1
C 1.3732 -1.4463 1.4179
C 2.1640 -0.3624 0.6695
C 1.2705 0.7907 0.1889
S 0.1300 0.2487 -1.1358
H 0.7528 -0.9971 2.1989
H 2.0415 -2.1857 1.8607
H 0.6895 -1.8834 0.6927
H 2.9766 0.0017 1.3197
H 2.6358 -0.8252 -0.2004
H 1.8786 1.6288 -0.1579
H 0.7012 1.1446 1.0575
C -3.2970 0.9134 -1.2146
N -3.8962 0.3443 -2.1765
H -3.8641 0.9955 -0.2868
H -2.2863 1.3211 -1.2603
H -3.2699 0.3115 -2.9734
*
```

Calculated values
HOMO-LUMO gap: 6.75 eV
LUMO: 4.2 eV

---

Pick #2: it beats the second-best structure by 6.989 eV.

---

#1
Entry from the OMol25 dataset: C17H17N3O4S in the gas phase (ωB97M-V/def2-TZVPD).

ORCA input file:
```
! wB97M-V def2-TZVPD RIJCOSX def2/J DEFGRID3
* xyz 0 1
C 0.9681 -2.3280 -2.2445
C 2.2622 -1.5176 -2.2235
N 2.4012 -0.6721 -1.0534
C 1.7381 0.5564 -0.9594
C 0.8328 0.9995 -1.9202
C 0.1793 2.2078 -1.7483
C 0.4041 2.9849 -0.6295
C 1.3234 2.5689 0.3279
C 1.5927 3.4134 1.5360
C 1.9864 1.3662 0.1495
S 2.7148 -1.4722 0.3795
O 2.8683 -2.8647 0.0974
O 3.7594 -0.8385 1.1231
C 1.1914 -1.2034 1.2936
C 0.9176 -0.9274 2.6026
C -0.4787 -0.7379 2.6718
C -0.9545 -0.9070 1.3911
C -2.2843 -0.7970 0.8320
C -3.4261 -0.5323 1.6577
C -4.6440 -0.4259 1.0862
C -4.8058 -0.5749 -0.3517
O -5.8373 -0.4990 -0.9834
N -3.6022 -0.8309 -0.9979
N -2.4059 -0.9385 -0.4598
O 0.0702 -1.1968 0.5618
H 0.8705 -2.8345 -3.2017
H 0.1005 -1.6931 -2.0844
H 0.9989 -3.0744 -1.4560
H 3.1138 -2.1999 -2.2055
H 2.3504 -0.8808 -3.1069
H 0.6267 0.4173 -2.8021
H -0.5227 2.5372 -2.5003
H -0.1223 3.9188 -0.4998
H 2.3281 2.9412 2.1813
H 1.9668 4.3917 1.2375
H 0.6751 3.5682 2.1026
H 2.7201 1.0521 0.8729
H 1.6289 -0.8676 3.3991
H -1.0421 -0.5021 3.5508
H -3.2943 -0.4259 2.7227
H -5.5377 -0.2299 1.6579
H -3.6319 -0.9515 -2.0067
*
```

Calculated values
HOMO-LUMO gap: 8.19 eV
LUMO: -0.4 eV

---

#2
Entry from the OMol25 dataset: a molecular structure, C17H17N3O4S (ωB97M-V/def2-TZVPD).

ORCA input file:
```
! wB97M-V def2-TZVPD RIJCOSX def2/J DEFGRID3
* xyz 0 1
C -1.7704 -3.1682 -1.7047
C -1.3010 -4.1492 -0.6781
C -0.8848 -3.3363 0.5874
N 0.1940 -2.6320 0.3952
C 0.0396 -1.4258 0.0755
N -1.2606 -0.8205 0.3262
C -1.4602 0.4462 0.2475
C -0.3151 1.4578 -0.2964
C 0.9269 0.9356 -0.3023
C 1.1973 -0.5079 -0.0110
C 2.4252 -0.8692 -0.0153
O 3.4196 -0.3851 -0.3301
N 2.4781 -2.6141 0.0764
C 1.3791 -3.1523 0.4497
O 1.4664 -4.4437 0.4668
H 3.2784 -2.9454 0.3075
C 2.2101 1.6125 -0.4549
O 2.4564 2.0374 -1.5396
O 2.8642 2.2740 0.5530
C 3.9247 2.9900 0.5977
C 3.5971 4.4049 0.1295
H 3.0154 4.6138 -0.5780
H 3.0041 4.9216 1.0659
H 4.5067 5.0262 0.3635
H 4.5437 2.6936 -0.5807
H 4.5654 2.8327 1.4165
H -0.4545 2.3039 -0.3422
C -2.6923 1.2137 0.1098
C -3.9416 0.2714 0.4715
C -5.0019 1.0388 0.4277
C -4.7809 2.5102 0.0864
S -3.1564 2.7048 -0.1973
H -5.4667 3.2448 0.1041
H -6.0423 0.5454 0.4874
H -3.8625 -0.8207 0.5198
H -0.7613 -3.9656 1.4171
H -1.8114 -2.7601 0.7881
H -2.3125 -4.7553 -0.1782
H -0.6535 -4.7409 -0.9798
H -1.0762 -2.4455 -1.9922
H -2.5247 -2.5658 -1.3030
H -2.3122 -3.6408 -2.4227
*
```

Calculated values
HOMO-LUMO gap: 7.13 eV
LUMO: -1.5 eV

---

Pick #1: it beats the second-best structure by 11.048 eV.

---

#1
Entry from the OMol25 dataset: a molecular structure, C13H33CuN3O6 (ωB97M-V/def2-TZVPD).

ORCA input file:
```
! wB97M-V def2-TZVPD RIJCOSX def2/J DEFGRID3
* xyz 0 2
Cu 5.9304 9.9394 -8.1801
C 3.6362 8.8200 -7.8172
O 4.0688 9.8468 -7.1093
O 2.5378 8.2941 -7.5850
O 4.4509 8.4297 -8.7407
C 7.9622 11.1684 -4.3466
C 7.5753 10.4930 -5.6500
C 7.0513 9.1059 -5.3694
O 6.8838 8.4455 -6.5904
C 6.8061 7.0351 -6.4512
N 6.5823 11.2236 -6.4717
H 8.4317 10.4664 -3.6613
H 7.0926 11.6333 -3.8700
H 8.6387 12.0072 -4.5371
H 8.4782 10.3130 -6.2474
H 6.0573 9.2047 -4.8983
H 7.7248 8.5777 -4.6884
H 7.8001 6.6021 -6.2451
H 6.3761 6.6091 -7.3509
H 6.1813 6.7535 -5.5941
H 5.8183 11.4960 -5.8468
H 6.9766 12.1380 -6.7058
C 9.5189 7.8703 -10.0262
C 8.6514 8.9541 -9.3656
C 8.9518 10.3166 -9.9534
O 8.2423 11.2917 -9.2590
C 8.4283 12.5745 -9.8033
N 7.2210 8.6579 -9.4251
H 9.1524 7.5622 -11.0075
H 9.4512 6.9699 -9.4008
H 10.5734 8.1436 -10.0474
H 8.9761 8.9766 -8.3199
H 8.7121 10.3077 -11.0293
H 10.0308 10.5090 -9.8396
H 9.4886 12.8623 -9.7530
H 7.8217 13.2611 -9.2211
H 8.1402 12.5921 -10.8615
H 7.1000 7.6805 -9.1847
H 6.8647 8.7982 -10.3674
C 3.2573 12.5828 -10.7238
C 4.2971 11.5165 -10.4385
C 5.1937 11.3816 -11.6361
O 6.1199 10.3418 -11.4983
C 6.6192 9.9561 -12.7499
N 5.0714 11.8048 -9.2019
H 2.9096 12.6044 -11.7592
H 3.6757 13.5816 -10.5393
H 2.3989 12.4689 -10.0627
H 3.8003 10.5495 -10.3206
H 5.7266 12.3295 -11.8622
H 4.5448 11.2156 -12.5117
H 7.3151 9.1316 -12.5899
H 7.1448 10.7866 -13.2353
H 5.8121 9.5793 -13.3891
H 5.5388 12.6963 -9.3953
H 4.3883 12.0632 -8.4860
*
```

Calculated values
HOMO-LUMO gap (alpha / beta): 7.48 / 7.38 eV
LUMO (alpha / beta): 0.3 / 0.3 eV
Expectation value of S²: 0.757

---

#2
Entry from the OMol25 dataset: a molecular structure, C13H33CuN3O6 (ωB97M-V/def2-TZVPD).

ORCA input file:
```
! wB97M-V def2-TZVPD RIJCOSX def2/J DEFGRID3
* xyz 0 2
Cu -0.9444 1.2867 0.6090
C -1.1560 4.3526 0.0493
O -0.7977 5.0611 -0.9661
O -0.7968 4.8809 1.1552
O -0.5683 3.1770 -0.0961
C -2.7194 1.8427 -2.9676
C -2.5433 0.3454 -2.6850
C -1.7125 -0.3297 -3.7717
O -1.5912 -1.7147 -3.5284
C -1.2092 -2.5128 -4.6405
N -1.9319 0.1738 -1.3289
H -1.8246 2.2964 -3.3915
H -3.0969 2.4123 -2.1209
H -3.4972 1.9348 -3.7322
H -3.5352 -0.1107 -2.7471
H -0.6961 0.0336 -3.9590
H -2.2613 -0.1788 -4.7100
H -0.3744 -2.0656 -5.1863
H -2.0622 -2.5089 -5.3276
H -1.0101 -3.5504 -4.3873
H -1.7145 -0.8139 -1.4849
H -2.7675 0.0470 -0.7577
C 1.0942 1.1372 4.4703
C 0.3867 0.7772 3.1586
C -0.1311 -0.6812 2.9595
O -0.8463 -0.6908 1.7423
C -1.6653 -1.8149 1.6701
N -0.6382 1.7864 2.7768
H 1.6855 0.3837 4.9932
H 0.3524 1.3856 5.2382
H 1.6975 2.0361 4.3494
H 1.1576 0.8175 2.3860
H -0.8570 -0.8941 3.7571
H 0.5930 -1.4986 2.9924
H -1.1505 -2.7474 1.4206
H -2.3806 -1.7119 0.8475
H -2.3778 -1.9228 2.4938
H -1.3945 1.5121 3.4152
H -0.4941 2.6533 3.2939
C 1.1798 -1.8739 -1.2705
C 1.5622 -1.1388 -0.0144
C 3.0493 -1.0320 0.2659
O 3.2085 -0.4140 1.5224
C 4.5442 -0.3133 1.9372
N 0.9827 0.2263 -0.1742
H 0.1156 -1.8313 -1.4910
H 1.3564 -2.9500 -1.1868
H 1.7730 -1.4801 -2.0980
H 1.1576 -1.6423 0.8633
H 3.7340 -0.5302 -0.4272
H 3.4579 -2.0503 0.3491
H 4.9686 -1.2026 2.4215
H 4.5408 0.3411 2.8123
H 5.3297 0.0278 1.2596
H 1.1741 0.5042 -1.1322
H 1.6448 0.7732 0.3736
*
```

Calculated values
HOMO-LUMO gap (alpha / beta): 7.47 / 7.01 eV
LUMO (alpha / beta): 0.3 / 0.1 eV
Expectation value of S²: 0.760

---

Pick #1: it beats the second-best structure by 5.251 eV.

---

#1
Entry from the OMol25 dataset: a gas-phase ion, C4H9NO (charge +1) (ωB97M-V/def2-TZVPD).

ORCA input file:
```
! wB97M-V def2-TZVPD RIJCOSX def2/J DEFGRID3
* xyz 1 2
C -1.2199 -0.9294 -0.2051
C -1.3825 -0.1104 -1.5034
C -0.2311 -0.2579 0.7410
N 0.9720 0.2286 0.2234
C 1.9329 0.8084 1.0995
O -0.4832 -0.0873 1.9134
H -0.9092 -1.9699 -0.3196
H -2.1744 -0.9760 0.3083
H -0.7878 0.7994 -1.5645
H -1.2760 -0.7094 -2.3977
H -2.4199 0.2245 -1.5065
H 1.2188 -0.0167 -0.7286
H 2.8323 0.1793 1.1067
H 1.6187 1.0430 2.1080
H 2.3094 1.7739 0.7251
*
```

Calculated values
HOMO-LUMO gap (alpha / beta): 12.88 / 6.74 eV
LUMO (alpha / beta): -3.6 / -9.2 eV
Expectation value of S²: 0.777

---

#2
Entry from the OMol25 dataset: a gas-phase ion, C4H9NO (charge +1) (ωB97M-V/def2-TZVPD).

ORCA input file:
```
! wB97M-V def2-TZVPD RIJCOSX def2/J DEFGRID3
* xyz 1 2
N 0.9192 0.8477 -1.7556
C 0.1588 -0.1096 -1.1369
C -0.3161 0.2685 0.2672
C -1.5762 -0.5672 0.5983
C 0.8659 -0.1431 1.2171
O -0.0595 -1.1430 -1.7458
H 1.4853 1.5618 -1.3165
H 0.9145 0.8245 -2.7798
H -0.5056 1.3328 0.3918
H -2.5073 -0.1577 0.2288
H -1.3787 -1.5556 0.1769
H -1.5577 -0.7727 1.6670
H 0.5455 0.1093 2.2192
H 1.6712 0.5852 1.0234
H 1.3406 -1.0807 0.9448
*
```

Calculated values
HOMO-LUMO gap (alpha / beta): 12.31 / 6.48 eV
LUMO (alpha / beta): -4.2 / -10.0 eV
Expectation value of S²: 0.776

---

#3
Entry from the OMol25 dataset: 2 unconnected molecules or ions with the total composition C4H9NO (ωB97M-V/def2-TZVPD).

ORCA input file:
```
! wB97M-V def2-TZVPD RIJCOSX def2/J DEFGRID3
* xyz 1 2
C 0.1251 -0.6145 1.3367
C 1.3945 -0.1838 0.9765
N 2.4024 0.1371 1.7669
H -0.5736 -0.3079 2.0999
H -0.2057 -1.3960 0.6567
H 1.7064 -0.0667 -0.0606
H 2.3229 0.2944 2.7717
H 3.2079 0.5618 1.3182
C -1.9945 -0.0089 -0.8752
C -1.1894 0.7454 -1.6536
O -0.6098 0.2404 -2.7681
H -2.0745 0.3197 0.1526
H -2.4699 -0.9223 -1.2044
H -1.0521 1.8063 -1.5200
H -0.9899 -0.6050 -2.9972
*
```

Calculated values
HOMO-LUMO gap (alpha / beta): 8.42 / 5.40 eV
LUMO (alpha / beta): -4.2 / -7.0 eV
Expectation value of S²: 0.759

---

Pick #1: it beats the second-best structure by 0.646 eV.

---

#1
Entry from the OMol25 dataset: C5H5N3 in the gas phase (ωB97M-V/def2-TZVPD).

ORCA input file:
```
! wB97M-V def2-TZVPD RIJCOSX def2/J DEFGRID3
* xyz 0 1
H -0.3280 2.8929 -2.2498
N 0.6597 2.5784 -2.1131
C 0.7439 1.5209 -1.4274
N -0.4311 0.8539 -1.0316
C -0.4219 -0.0654 -0.1537
C 0.6821 -0.6604 0.6297
C 0.1484 -1.5029 1.5074
C -1.3383 -1.4483 1.2189
N -1.6591 -0.6452 0.2672
H 1.7182 1.1287 -1.1356
H 1.7478 -0.4749 0.4575
H 0.5925 -2.1306 2.2832
H -2.1144 -2.0472 1.7473
*
```

Calculated values
HOMO-LUMO gap: 9.17 eV
LUMO: -1.3 eV

---

#2
Entry from the OMol25 dataset: 2 unconnected molecules or ions with the total composition C5H5N3 (ωB97M-V/def2-TZVPD).

ORCA input file:
```
! wB97M-V def2-TZVPD RIJCOSX def2/J DEFGRID3
* xyz 0 1
C 2.1089 -0.2426 0.0006
C 0.0731 -0.8384 0.0124
C -1.2266 -1.2464 0.0127
C -1.1589 1.0712 -0.0287
C 0.1001 0.6463 -0.1187
H 2.1885 1.6791 0.8739
H 3.2696 -0.3936 -0.2152
H -1.6752 -2.1919 -0.2057
H -2.9243 -0.1895 -0.1383
H -1.6005 2.1250 0.2540
N 1.4627 0.9307 -0.2897
N 1.3381 -1.3165 -0.0458
N -1.9555 -0.0336 -0.1116
*
```

Calculated values
HOMO-LUMO gap: 7.59 eV
LUMO: -0.4 eV

---

Pick #1: it beats the second-best structure by 2.462 eV.